[1]
{"formula": "C2H5NOS", "method": "ωB97M-V/def2-TZVPD", "e_lumo_ev": 0.8, "homo_energy_ev": -9.214, "charge": 0, "total_energy_ev": -16525.68545, "orbital_gap_ev": 9.970, "multiplicity": 1, "e_above_lowest_kcal_mol": 62.2, "elements": ["C", "C", "N", "O", "S", "H", "H", "H", "H", "H"], "coordinates": [[0.8993, 0.3260, 0.0781], [0.0971, -1.0228, 0.0282], [-0.3202, 1.0487, -0.1455], [-2.4538, -0.1983, -0.4530], [-1.4223, -0.1103, 0.5423], [1.4386, 0.3913, 0.9668], [1.6470, 0.5301, -0.8369], [0.1018, -1.3119, -0.9805], [0.4393, -1.7126, 0.6895], [-0.4268, 2.0598, 0.1109]]}


[2]
{"formula": "C2H9NO3", "method": "ωB97M-V/def2-TZVPD", "e_lumo_ev": 0.5, "homo_energy_ev": -10.089, "charge": 0, "total_energy_ev": -9851.28816, "orbital_gap_ev": 10.613, "multiplicity": 1, "smiles": "CNC=O.O.O", "e_above_lowest_kcal_mol": 54.4, "elements": ["C", "N", "C", "O", "H", "H", "H", "H", "H", "O", "H", "H", "O", "H", "H"], "coordinates": [[-1.9294, 0.6860, -0.9399], [-1.2850, 0.6317, 0.4939], [-0.4410, -0.3082, 0.7099], [-0.4779, -1.4258, 0.1649], [-1.3071, 1.4983, -1.4871], [-2.9510, 1.2329, -0.8418], [-1.8031, -0.2744, -1.2440], [-1.7550, 1.2341, 1.1932], [0.3280, 0.0117, 1.5568], [2.3035, -2.4354, 1.3701], [1.4007, -2.2304, 1.1323], [2.7562, -1.6375, 1.5224], [1.7875, 1.2824, -0.9811], [1.3773, 1.3296, -1.8702], [1.9964, 0.4051, -0.7795]]}